The following is a DFT calculation (ωB97M-V with the def2-TZVPD basis set) of C4H5NO2S in the gas phase at a distorted geometry.

```
13
Properties=species:S:1:pos:R:3:forces:R:3
C 1.6207 0.2197 1.0333 0.7363 -2.3471 3.1270
C 0.2205 -0.2481 0.8712 -2.9741 -2.9988 0.8867
C -0.1349 -0.0094 -1.6608 -1.3810 1.1634 -2.6981
C -1.9988 0.0723 -0.1149 -2.1487 -0.8693 -2.5377
H 1.8396 1.1587 0.6330 0.1834 1.4438 -0.6363
H 1.8240 0.1533 2.2031 -0.4825 0.4732 -2.4259
H 2.3503 -0.5271 0.6303 -0.8225 0.5149 -0.0705
H -0.9059 0.1907 -2.4732 -0.0161 -0.4096 1.9627
H -2.2026 0.0870 0.9519 0.0409 0.2620 0.0898
N -0.5675 0.0536 -0.3812 -0.5312 -0.3023 1.8696
O -0.4070 -0.9777 1.6871 2.5771 2.8774 -2.5092
O -2.9095 -0.0257 -0.9590 3.3831 0.5740 2.2744
S 1.2711 -0.1473 -2.4209 1.4352 -0.3818 0.6674
```
Forces are in eV/Å.

energy = -20648.07895 eV
maximum force = 0.0896 Eh/bohr
HOMO = -0.3309 hartree
SMILES = CC(=O)N(C=O)C=S
energy above the lowest of the compared OMol25 structures with the same formula, charge and spin = 202.7 kJ/mol
Kohn-Sham gap = 8.5 eV

These are the Mulliken partial charges, in e, on atoms 1 to 8: atom 1 (C): -1.135, atom 2 (C): 0.661, atom 3 (C): -0.067, atom 4 (C): 0.038, atom 5 (H): 0.371, atom 6 (H): 0.307, atom 7 (H): 0.313, atom 8 (H): 0.249

The following is a DFT calculation (ωB97M-V with the def2-TZVPD basis set) of 3 unconnected molecules or ions with the total composition C13H22N3O2 at a distorted geometry.

```
40
Properties=species:S:1:pos:R:3:forces:R:3
C -5.7088 -0.1352 -3.3937 0.2433 -0.3252 0.7810
C -6.1109 -1.2776 -2.4044 0.3104 -0.7075 -0.7821
O -6.8325 -0.8190 -1.2612 -0.1454 0.3472 -0.1712
C -4.9002 -2.1859 -2.0257 0.4129 0.3525 0.1959
C -3.7201 -1.3971 -1.3633 -0.9661 0.6802 0.0601
N -2.4017 -2.1031 -1.7983 0.6698 -0.2659 1.1368
C -1.9183 -1.4199 -2.6595 -1.8672 -1.0202 -0.9205
O -1.7664 -0.9339 -3.7261 1.5845 1.0137 -0.6473
H -4.8597 -0.5208 -4.0010 -0.6021 0.4781 0.1912
H -5.3492 0.7206 -2.7862 -0.0876 -0.3429 -0.5142
H -6.5539 0.2025 -4.0256 0.4080 -0.2425 0.3183
H -6.8219 -1.9365 -2.9614 0.2308 0.4412 0.5582
H -6.2608 -0.2476 -0.7277 0.2028 -0.3962 -0.2225
H -5.2730 -2.9648 -1.3156 0.1429 0.4079 -0.5073
H -4.6045 -2.7308 -2.9630 -0.1630 0.3448 0.3866
H -3.6333 -0.3678 -1.8197 -0.3166 -0.7574 0.1263
C 1.4732 -1.9418 -1.7489 0.0094 -0.0366 0.0175
C 2.0861 -0.5669 -1.9841 -0.2103 -0.2096 -0.1367
C 3.0826 -0.1579 -0.8937 -0.4445 0.0312 0.1627
C 2.4167 -0.1002 0.4276 0.7175 -0.0145 -0.9771
N 1.9044 -0.0569 1.4479 -0.3509 -0.0136 0.4763
H 0.8919 -1.9712 -0.8258 -0.0018 0.0086 -0.0391
H 0.7970 -2.1976 -2.5647 0.0149 -0.0027 0.0476
H 2.2473 -2.7130 -1.6930 -0.0084 0.0177 0.0012
H 1.2835 0.1717 -2.0470 0.0846 0.0310 0.0092
H 2.5998 -0.5660 -2.9487 0.0634 0.1121 0.0652
H 3.5012 0.8250 -1.1173 0.0257 -0.0104 0.1229
H 3.9060 -0.8732 -0.8412 -0.0260 0.0097 0.0831
C 3.4924 1.2570 4.0046 -0.0766 0.0499 -0.0411
C 4.1014 2.6313 3.7511 -0.1782 -0.2620 -0.0663
C 5.1187 3.0444 4.8204 -0.4299 0.0753 0.1688
C 4.4720 3.1071 6.1509 0.7444 0.0056 -0.9700
N 3.9715 3.1565 7.1765 -0.3336 0.0388 0.6316
H 2.9309 1.2328 4.9409 0.0888 0.0278 0.0256
H 2.8002 0.9961 3.2041 0.1168 -0.0182 0.1416
H 4.2675 0.4869 4.0481 -0.0293 0.0045 0.0090
H 3.2989 3.3713 3.7011 0.1040 0.0562 0.0098
H 4.5955 2.6269 2.7763 0.0594 0.0972 0.0606
H 5.5343 4.0259 4.5861 0.0344 -0.0126 0.1320
H 5.9421 2.3289 4.8613 -0.0312 0.0069 0.0761
```
Forces are in eV/Å.

energy = -22400.75670 eV
maximum force = 0.0451 Eh/bohr
HOMO = -0.0658 hartree
total charge = -1
Kohn-Sham gap = 4.0 eV

These are the Mulliken partial charges, in e, on atoms 1 to 8: atom 1 (C): -1.023, atom 2 (C): 0.072, atom 3 (O): -0.561, atom 4 (C): -0.415, atom 5 (C): -0.584, atom 6 (N): -0.401, atom 7 (C): 0.613, atom 8 (O): -0.596

The following is a DFT calculation (ωB97M-V with the def2-TZVPD basis set) of a gas-phase ion, C4H8NO (charge +1) at a distorted geometry.

```
14
Properties=species:S:1:pos:R:3:forces:R:3
C -0.1592 -1.6571 -0.1459 -3.1446 0.8201 -1.3068
C 1.8910 -0.2192 0.2560 -1.8715 -3.6318 0.1366
C 0.5099 -0.5433 -0.2713 -0.1413 2.0032 0.6964
C -1.2522 1.0332 0.3300 -2.1073 0.0472 -0.3789
N -0.1349 0.7280 -0.5596 1.9112 2.1821 -1.9022
O 2.3737 0.8486 0.1001 0.6666 1.0721 0.1953
H 0.3076 -2.4409 0.2546 2.2067 -3.1700 1.3733
H -1.2390 -1.9477 -0.3701 1.4946 1.1460 0.0521
H 2.1642 -1.1620 0.8024 1.4067 1.0793 -0.0507
H -1.8793 0.1422 0.2422 -0.2148 0.3226 0.3822
H -0.9387 1.1452 1.3367 0.4687 0.1149 0.8360
H -1.8861 1.9056 0.0258 1.0366 -0.6195 -0.0100
H 0.7698 1.4681 -0.4804 -2.3769 -1.7944 -0.4657
H -0.5267 0.6993 -1.5205 0.6654 0.4282 0.4424
```
Forces are in eV/Å.

energy = -7806.34730 eV
maximum force = 0.0797 Eh/bohr
HOMO = -0.5727 hartree
SMILES = C=C(C=O)[NH2+]C
energy above the lowest of the compared OMol25 structures with the same formula, charge and spin = 169.4 kJ/mol
total charge = +1
Kohn-Sham gap = 10.7 eV

These are the Mulliken partial charges, in e, on atoms 1 to 8: atom 1 (C): -0.854, atom 2 (C): 0.268, atom 3 (C): 0.347, atom 4 (C): -0.792, atom 5 (N): -0.171, atom 6 (O): -0.462, atom 7 (H): 0.285, atom 8 (H): 0.280

The following is a DFT calculation (ωB97M-V with the def2-TZVPD basis set) of 18 unconnected molecules or ions with the total composition C42H120O18 at a distorted geometry.

```
180
Properties=species:S:1:pos:R:3:forces:R:3
C 6.1197 -2.1910 -0.4236 -0.5999 0.5212 -1.5980
O 5.1321 -3.0635 0.0417 -0.1427 -0.2787 0.8819
H 5.6256 -1.5188 -1.1251 0.0909 0.3242 -0.4099
H 6.5606 -1.4903 0.2854 0.4387 -0.6387 0.5021
H 6.7933 -2.7788 -1.0471 0.6425 0.2301 0.4836
H 4.2974 -2.6223 -0.1324 -0.6033 -0.1268 0.2130
C 1.6656 2.1238 2.7238 -0.9045 -0.8022 0.1378
O 0.3144 1.8339 2.3841 0.4455 0.0102 -1.0346
H 2.0273 1.3141 3.3575 0.3729 0.0444 0.2429
H 2.2433 2.0649 1.8014 0.1807 0.6762 0.1757
H 1.6466 3.0555 3.2893 0.7983 0.2109 -0.3067
H -0.1178 1.6141 3.2127 -0.6371 -0.1278 0.2319
C -2.0819 -2.1127 1.6854 -0.1267 0.1749 -0.6229
O -0.9709 -2.7693 1.0630 -0.8030 -0.2361 0.9591
H -1.7737 -1.1838 2.1653 0.0496 -0.0365 0.2394
H -2.8452 -1.8479 0.9537 0.0234 0.1395 -0.3911
H -2.6323 -2.7454 2.3816 0.6434 -0.3007 0.1815
H -0.4636 -2.0908 0.6114 0.2093 0.4881 -0.1542
C 0.4705 -2.1896 4.1450 0.8705 0.6237 0.7571
C 0.3586 -1.7571 5.6101 1.1468 -0.7637 0.3182
C 1.3021 -0.6538 6.1458 0.2699 -0.3142 -0.9947
O -0.9610 -1.3592 5.7801 -1.7099 0.3873 0.3880
H -0.1707 -3.0455 3.9341 -0.0205 0.1808 0.0252
H 1.5088 -2.4643 3.9593 -0.0385 0.0122 -0.3169
H 0.2119 -1.3397 3.5133 -0.0217 -0.0883 -0.2722
H 0.4821 -2.6491 6.2242 0.3792 -0.2390 0.0820
H 1.3057 0.1726 5.4351 0.0227 0.1798 0.0014
H 2.3312 -1.0049 6.2214 -0.0462 -0.1152 0.0028
H 1.0290 -0.2414 7.1171 -0.3427 -0.3017 0.0237
H -1.1679 -1.5184 6.7039 -0.3958 0.2809 0.0420
C -5.9821 -0.6241 -2.1392 0.7502 0.0197 -1.3601
C -6.0998 -2.0543 -2.7188 0.5889 -0.2166 1.3601
C -4.8904 -2.9174 -2.3758 1.0249 1.0471 -0.5983
O -7.1711 -2.6507 -2.0700 -2.1519 -0.8869 0.2606
H -4.9458 -0.2940 -2.2120 0.2180 0.1420 0.0528
H -6.2911 -0.5426 -1.0971 -0.1258 -0.2699 -0.1395
H -6.5635 0.0579 -2.7597 -0.2446 0.1207 0.2557
H -6.3657 -2.1098 -3.7744 0.2680 0.3793 -0.0926
H -4.5873 -2.6669 -1.3592 -0.1756 -0.4008 0.3670
H -4.0231 -2.5888 -2.9484 0.1230 -0.1210 -0.2700
H -5.0264 -3.9891 -2.5216 -0.2377 0.1498 0.0771
H -6.9153 -2.8731 -1.1718 0.0450 0.0258 0.0816
C 4.4155 -0.5948 4.5061 -0.8217 -1.0584 0.1127
C 5.2543 -0.7940 3.2411 -0.9804 1.0275 1.2222
C 4.5923 -0.0466 2.1442 0.0720 1.0178 -1.5579
O 6.5206 -0.2475 3.5316 0.8012 -0.2634 -0.6590
H 4.7071 -1.3598 5.2257 -0.0876 0.0083 0.3142
H 3.3607 -0.7428 4.2747 -0.0920 -0.3480 -0.0292
H 4.4257 0.3720 5.0095 0.6479 0.2141 -0.4249
H 5.2536 -1.8493 2.9685 0.4150 -0.2127 0.0895
H 4.5597 1.0286 2.3202 -0.3359 0.0837 0.6258
H 3.5913 -0.4381 1.9633 -0.0465 0.0844 0.0598
H 5.1057 -0.0456 1.1827 0.2571 -0.6432 -0.0357
H 6.9485 -0.8535 4.1409 0.2103 0.0506 0.0765
C -0.7412 -7.3375 -0.5451 0.4304 1.4711 -0.5243
C -0.6844 -5.7498 -0.4427 -1.4127 -1.4929 -0.0613
C -1.6127 -5.0864 -1.4664 0.7974 -0.3924 -0.7621
O -1.2864 -5.4262 0.7719 -0.0302 -0.6640 1.8330
H -1.7676 -7.6647 -0.3795 0.0079 0.0780 -0.0635
H -0.0882 -7.8705 0.1460 0.0173 0.3759 0.2380
H -0.4111 -7.6172 -1.5456 -0.1746 -0.1565 -0.1522
H 0.3423 -5.3853 -0.4764 0.1125 0.0116 -0.2603
H -1.2017 -5.2100 -2.4684 -0.0398 0.2411 -0.2982
H -1.7399 -4.0317 -1.2226 0.1514 0.0197 -0.0741
H -2.6007 -5.5467 -1.4680 0.0394 -0.1428 0.2438
H -0.9175 -4.6157 1.1304 -0.0229 0.4166 -0.2026
C -3.7720 6.5202 3.2595 0.8093 0.2954 0.5054
C -3.4330 5.0441 3.2932 -0.8181 0.1150 -0.0999
C -2.0084 4.6973 3.0601 1.6063 0.3098 -1.1600
O -3.7777 4.5369 4.5670 -0.8486 0.0064 0.5845
H -3.5244 6.9528 2.2902 0.1216 -0.0648 -0.0055
H -3.1436 6.9764 4.0244 -0.0823 0.4610 0.0024
H -4.8134 6.7674 3.4658 0.0009 -0.3964 0.1069
H -4.0682 4.6332 2.5085 -0.0467 -0.7170 -0.1162
H -1.5931 5.2688 2.2300 -0.0551 0.0646 -0.2994
H -1.8255 3.6572 2.7903 -0.2914 -0.2085 0.0908
H -1.3247 4.9240 3.8782 -0.3956 0.1331 0.4102
H -3.5608 3.6023 4.6008 0.0128 -0.0467 -0.0822
C 2.3396 -5.1652 2.3472 -0.2241 0.8970 1.0087
C 3.5514 -4.9906 3.3541 -2.1975 -1.0061 -1.6862
C 3.0967 -4.9010 4.8215 0.4042 0.3582 -0.8944
O 4.3162 -6.1795 3.0951 0.4054 0.6374 0.9170
H 2.6340 -5.2868 1.3048 0.4002 -0.2458 0.2420
H 1.6498 -4.3212 2.3410 0.1216 0.4828 0.1242
H 1.6884 -5.9773 2.6703 0.3160 -0.4167 -0.0816
H 4.0772 -4.0857 3.0494 0.4742 -0.1494 0.1380
H 2.5056 -3.9909 4.9231 0.0484 -0.0385 0.2643
H 3.9827 -4.8390 5.4533 -0.0552 0.0550 0.1953
H 2.4804 -5.7445 5.1327 -0.0008 -0.1201 -0.1452
H 4.2030 -6.6715 3.9116 0.3454 -0.4901 -0.1118
C -1.3150 -2.0684 -4.8431 1.8227 -0.9471 0.2013
C -2.2923 -1.1393 -5.4288 -1.4915 -0.7771 -0.1704
C -3.4255 -1.8646 -6.1255 0.3018 -0.5321 -1.8725
O -2.9285 -0.5629 -4.3211 -0.1914 1.5827 1.8163
H -1.7542 -2.9632 -4.4020 -0.2635 0.1917 0.1819
H -0.7173 -1.5457 -4.0963 -0.0702 -0.0145 0.2254
H -0.5654 -2.4278 -5.5480 -0.1275 0.0608 -0.3281
H -1.7972 -0.3689 -6.0200 -0.0918 -0.0467 -0.3020
H -4.2247 -1.2087 -6.4706 -0.0100 0.2417 0.1848
H -3.8741 -2.6865 -5.5676 0.1977 0.2993 0.5415
H -3.0574 -2.3463 -7.0314 0.1119 -0.0443 -0.2667
H -3.5240 0.1309 -4.6138 -0.2326 0.0105 -0.0796
C -7.5598 1.6595 2.2552 0.2907 0.8149 0.4254
C -6.6111 2.2133 1.2165 0.9674 -2.0084 -0.4268
C -5.2342 1.5201 1.2621 0.1713 0.7579 1.0261
O -7.1335 1.8537 -0.0610 -0.5757 0.8019 -0.1162
H -8.4452 2.2839 2.3746 -0.1055 -0.0863 -0.2161
H -7.0061 1.7519 3.1895 -0.2202 -0.3691 0.3079
H -7.8586 0.6304 2.0560 0.1972 0.0626 -0.0221
H -6.4078 3.2727 1.3730 -0.4824 0.3241 -0.2650
H -4.7187 1.7130 2.2029 -0.1095 -0.0022 0.3684
H -4.5756 2.0208 0.5524 0.0262 -0.4096 -0.5114
H -5.2819 0.4363 1.1567 -0.0922 0.1091 -0.3818
H -6.4525 2.0263 -0.7153 0.0056 0.0317 -0.1637
C -1.1880 2.3665 -0.5046 -0.3253 -0.7149 -1.5175
C -1.8950 1.7842 -1.8039 0.6105 0.7071 0.6644
C -1.5996 2.4996 -3.1010 0.3468 0.9777 -0.2807
O -1.4831 0.4516 -2.0113 0.7642 -0.5761 0.9335
H -1.3155 3.4472 -0.4425 -0.4614 -0.0997 0.2501
H -0.1064 2.2378 -0.5448 0.1497 -0.1684 -0.4050
H -1.4896 1.8165 0.3869 -0.3373 0.3629 0.0362
H -2.9767 1.7323 -1.6803 -0.2400 0.4520 0.4077
H -0.5356 2.5965 -3.3169 0.1818 -0.3981 0.2524
H -1.9448 3.5319 -3.1590 -0.4564 -0.0012 0.1817
H -2.0343 1.9295 -3.9220 -0.0908 0.1157 -0.0775
H -1.9621 0.1176 -2.7733 -0.2081 -0.5335 -0.4784
C 1.4623 -3.2335 -2.5788 0.1542 -0.1429 -1.2059
C 2.5746 -2.2444 -2.2164 -2.0581 -0.4100 -0.2690
C 2.4068 -0.9735 -3.0627 1.0566 0.1001 0.3601
O 2.5183 -2.0017 -0.8091 1.5362 -0.1333 -0.2608
H 0.4664 -3.0577 -2.1722 0.2009 0.0228 0.5913
H 1.8306 -4.2504 -2.4436 -0.4645 -0.0888 0.4675
H 1.2995 -3.1409 -3.6526 0.0408 -0.1295 -0.2741
H 3.4561 -2.8348 -2.4662 0.5917 0.7318 0.3667
H 1.4667 -0.4684 -2.8407 -0.1267 -0.0606 0.0352
H 2.4878 -1.1571 -4.1340 -0.3076 -0.3627 -0.0178
H 3.2274 -0.2824 -2.8702 -0.0057 0.2200 0.2911
H 1.6584 -1.6543 -0.5611 -0.4153 0.3290 -0.1061
C 1.9143 1.2920 -7.8976 0.5864 0.3465 0.1013
C 1.6795 0.6105 -6.5402 -2.3920 0.0289 -1.1449
C 0.5085 1.2594 -5.6666 2.2420 0.3462 -1.0837
O 1.2576 -0.7471 -6.8427 0.9521 0.0084 0.8105
H 1.0655 1.2417 -8.5795 -0.4626 0.3921 0.3875
H 2.6946 0.8433 -8.5123 0.2643 -0.5670 0.4966
H 2.2916 2.3050 -7.7577 -0.4891 0.3132 -0.0427
H 2.6214 0.6282 -5.9919 -0.1967 -0.5317 0.1926
H 0.4178 0.6623 -4.7592 -0.4021 0.1481 -0.0961
H -0.4054 1.4401 -6.2324 -0.1317 -0.6806 -0.0531
H 0.8280 2.2763 -5.4387 0.0956 0.0472 0.4560
H 0.4847 -0.6962 -7.4098 -0.0398 0.1640 -0.0697
C 2.3271 3.6325 -3.1895 -1.5441 0.2123 -0.0252
C 3.4359 3.5307 -2.1907 -0.0442 -0.4755 -0.4053
C 3.1609 2.5806 -1.0515 -0.7897 0.1724 0.5136
O 4.5645 3.0595 -2.8894 0.7376 0.2244 -0.2147
H 1.9607 2.6727 -3.5539 0.3869 -0.2601 0.0768
H 2.4797 4.2686 -4.0614 0.6272 0.0036 0.1135
H 1.4619 4.0744 -2.6952 -0.1865 0.0775 0.1843
H 3.6180 4.5177 -1.7656 0.1778 0.3004 -0.0050
H 4.0648 2.4431 -0.4580 0.0260 -0.0740 0.0872
H 2.7706 1.6084 -1.3525 0.2236 -0.0522 -0.2882
H 2.3999 3.0222 -0.4082 -0.0626 0.0089 0.2289
H 5.2757 3.1053 -2.2462 0.4293 -0.2142 -0.1995
C 4.0951 7.2265 1.2372 0.4645 -0.3157 -1.3734
C 2.6080 6.8350 1.1671 1.0270 -1.3134 1.5085
C 2.4177 5.3338 1.6341 0.2727 0.5029 -0.9848
O 1.9178 7.6423 2.0704 -1.1813 0.8994 0.4769
H 4.6412 6.6593 0.4834 0.1346 -0.2441 -0.0992
H 4.6286 7.0424 2.1697 -0.5547 -0.2198 0.3298
H 4.3113 8.2611 0.9710 -0.5181 0.1767 0.0897
H 2.1518 7.0545 0.2018 0.2789 -0.2518 -0.1281
H 3.0265 4.6086 1.0940 0.3174 0.2366 -0.2062
H 1.4053 4.9492 1.5104 -0.2266 0.4073 0.1697
H 2.7210 5.2361 2.6765 -0.0879 0.1772 0.1309
H 2.1528 7.3871 2.9655 0.0653 -0.0143 0.0771
O -1.0922 1.0205 4.4033 -0.2167 0.5634 -0.1349
H -1.7467 1.3767 5.0041 -0.0767 0.1308 0.1279
H -0.9490 0.1245 4.7082 -0.1680 -0.6368 0.4272
O 0.1636 -0.5530 -0.0592 0.6183 -0.4787 0.4023
H 0.4225 0.1897 0.4863 0.1214 0.3059 0.5715
H -0.4021 -0.1718 -0.7307 -0.6829 0.1392 -0.9072
```
Forces are in eV/Å.

energy = -82351.81675 eV
maximum force = 0.0573 Eh/bohr
HOMO = -0.3322 hartree
energy above the lowest of the compared OMol25 structures with the same formula, charge and spin = 67.5 kJ/mol
Kohn-Sham gap = 9.1 eV

These are the Mulliken partial charges, in e, on atoms 1 to 8: atom 1 (C): -0.624, atom 2 (O): -0.436, atom 3 (H): 0.150, atom 4 (H): 0.242, atom 5 (H): 0.307, atom 6 (H): 0.359, atom 7 (C): 0.640, atom 8 (O): -0.063